# 1
Computed, not measured: C12H20CdN3O as an isolated structure, with ωB97M-V/def2-TZVPD.

Last column: natural (NBO) charge in e.
CARTESIAN COORDINATES (ANGSTROEM)
H 0.661 1.276 6.221  0.21
C -0.833 -0.910 3.248  -0.26
C 4.314 0.869 5.328  -0.66
H 1.440 0.771 -2.584  0.37
O 1.579 0.517 1.273  -0.79
H 4.293 1.742 6.016  0.22
C 3.190 0.712 4.359  0.18
N 1.133 0.445 3.558  -0.20
H -2.111 -1.492 -1.617  0.19
H 4.504 0.018 6.017  0.22
H -0.537 2.231 4.545  0.19
C -2.208 -1.123 3.501  -0.20
C 1.970 0.537 2.458  0.58
N 1.848 0.569 4.665  -0.17
H -1.642 -0.337 1.043  -0.42
C 3.286 0.696 2.977  -0.40
C 1.360 0.497 5.974  -0.41
C -2.381 1.155 4.389  -0.29
H -3.005 1.959 4.787  0.19
C -0.233 0.313 3.605  -0.05
C -1.048 -1.126 -1.822  -1.34
N 1.494 0.955 -1.552  -1.09
H -2.001 0.694 0.552  -0.44
H -0.560 -2.076 -2.181  0.17
H -1.195 -0.602 -2.816  0.16
H 4.270 0.841 2.477  0.22
H 2.182 0.598 6.675  0.21
H 0.887 -0.447 6.185  0.21
H 2.380 0.601 -1.227  0.37
C -1.004 1.322 4.175  -0.21
H -0.222 -1.750 2.943  0.22
C -2.992 -0.074 4.009  -0.28
H 5.246 0.978 4.758  0.23
Cd -0.382 0.176 -0.091  1.32
H -2.705 -2.085 3.283  0.21
H 1.513 1.963 -1.474  0.36
H -4.109 -0.197 4.159  0.19

## Properties
Highest occupied orbital energy (alpha / beta), eV: 0.08 / 0.07
F_max, eV/A: 4.5
LUMO (alpha / beta), eV: 2.595 / 2.594
Energy above the lowest of the compared OMol25 structures with the same formula, charge and spin, kJ/mol: 209.7
Gap between HOMO and LUMO (alpha / beta), eV: 2.52 / 2.52
Charge: -1

***

# 2
Computed, not measured: C30H39CrF12NO3Si3 as an isolated structure, with ωB97M-V/def2-TZVPD.

Last column: Löwdin charge in e.
CARTESIAN COORDINATES (ANGSTROEM)
H -7.206 -1.558 -0.450  0.07
C -0.661 2.128 -0.547  -0.45
F 4.004 -1.883 -1.499  0.13
H 3.190 -1.508 -5.724  0.08
C 2.291 -2.126 -5.741  -0.06
H -5.027 -2.758 -2.989  0.11
F 1.651 -4.001 0.714  0.17
C -1.532 -2.648 1.770  -0.54
C -1.000 2.736 2.577  -0.14
C -3.136 -0.978 2.688  -0.54
Si 0.353 2.779 -1.997  0.40
O 0.966 -1.486 0.281  -0.18
C 1.045 -1.790 -2.151  -0.05
H 1.778 -1.946 -6.685  0.07
H 1.229 4.861 -2.959  0.03
H 2.569 2.422 -2.991  0.04
H -2.685 1.610 -3.190  0.00
H -3.501 0.630 -1.978  0.02
H -7.106 -2.698 -1.790  0.07
C 1.394 -1.819 -4.573  -0.27
F -2.348 -3.515 2.413  0.14
H -0.700 1.512 -3.894  0.00
H -4.981 -1.729 1.120  0.11
H 2.802 -2.494 -3.141  0.12
H -2.121 5.039 -0.490  0.03
H -3.699 4.688 -1.198  0.02
F -1.103 -3.288 0.686  0.17
H -4.213 2.150 -2.501  0.04
H -0.372 2.820 3.467  0.03
F -3.750 0.203 2.547  0.14
C 1.821 -2.062 -3.275  0.01
C -3.266 1.652 -2.275  -0.15
H 2.645 2.097 -1.257  0.03
C 1.659 -3.635 -0.565  -0.54
C 0.741 4.636 -2.006  -0.17
F 0.622 -4.230 -1.169  0.16
H 1.419 1.235 3.295  0.08
C -5.202 -2.190 -0.932  -0.28
C 1.707 0.676 2.401  -0.09
C -3.717 2.258 0.522  -0.16
C -3.096 -1.545 0.134  -0.05
C -0.289 -1.340 -2.343  -0.19
H -3.419 2.505 1.533  0.01
H -4.596 2.859 0.270  0.03
N -1.135 -1.105 -1.248  -0.03
H -4.017 1.211 0.509  0.02
C -2.430 -1.569 -1.131  -0.21
C -4.459 -1.800 0.179  0.01
C 1.365 3.943 1.237  -0.16
H -1.654 -0.588 -3.798  0.10
H 1.958 0.902 -2.357  0.02
Si -2.458 2.567 -0.839  0.42
F 2.768 -4.181 -1.124  0.13
H -0.152 5.255 -1.941  0.01
H -1.624 3.629 2.535  0.04
H -0.217 -1.011 -5.736  0.11
C -4.508 -2.386 -2.112  -0.05
H -6.899 -3.261 -0.132  0.07
C -2.641 4.419 -1.223  -0.19
H -2.258 4.684 -2.208  0.01
C 2.035 1.970 -2.150  -0.16
O -1.421 -0.259 1.353  -0.18
F 3.129 -0.256 -0.402  0.15
C -2.286 -1.320 1.419  -0.29
C 1.630 -2.074 -0.750  -0.30
H -1.637 1.860 2.678  0.02
H 2.613 -3.169 -5.727  0.08
H 2.779 0.788 2.229  0.09
Si 0.087 2.576 1.069  0.34
C -6.681 -2.441 -0.819  -0.06
H 0.334 2.825 -4.437  0.03
C -0.422 2.543 -3.700  -0.18
Cr -0.188 -0.011 -0.019  0.81
C 0.134 -1.266 -4.743  -0.04
F -0.489 -2.433 2.571  0.17
H 1.752 3.919 2.260  0.03
F -2.331 -0.875 3.758  0.16
H -2.671 -2.246 -3.156  0.09
C -0.682 -1.036 -3.651  -0.04
C -3.160 -2.087 -2.209  -0.02
C 3.105 -1.581 -0.542  -0.53
H -1.296 3.173 -3.859  0.02
F 3.588 -2.098 0.602  0.16
H 0.939 4.932 1.066  0.03
F -4.095 -1.860 3.037  0.12
H 1.419 4.945 -1.217  0.00
H 1.474 -0.378 2.542  0.09
O 1.000 1.146 1.269  -0.37
H 2.205 3.809 0.558  0.02

## Properties
Highest occupied orbital energy (alpha / beta), eV: -4.45 / -4.61
F_max, eV/A: 0.9
LUMO (alpha / beta), eV: 2.645 / 2.644
Gap between HOMO and LUMO (alpha / beta), eV: 7.10 / 7.26
Charge: -1
Multiplicity: 2

***

# 3
Computed, not measured: an isolated ion of composition C18H35Br2NP and charge +1, with ωB97M-V/def2-TZVPD.

Last column: natural (NBO) charge in e.
CARTESIAN COORDINATES (ANGSTROEM)
C -2.966 1.285 -1.109  -0.11
H -7.063 -0.291 1.574  0.23
C -6.657 -0.870 -0.491  -0.51
H 4.757 1.721 0.109  0.21
H 1.001 -1.094 -0.679  0.19
C -2.948 0.667 1.317  -0.09
H 2.590 3.324 -1.580  0.22
H 4.183 -2.018 -1.673  0.23
H -0.904 -3.372 -0.648  0.22
H -2.873 1.179 -2.232  0.27
H -0.051 -3.390 1.035  0.21
H 3.000 3.752 1.618  0.28
H 1.193 -2.772 -1.553  0.22
H 1.749 0.946 -0.672  0.19
H 4.035 2.523 -2.356  0.24
H 5.025 -0.510 -1.057  0.21
C -3.232 2.571 -0.298  -0.30
H -7.398 -0.267 -1.019  0.23
H -2.862 0.029 2.251  0.25
C 3.984 2.546 -0.036  -0.42
H 3.517 2.161 3.883  0.09
H 4.573 3.541 -0.047  0.24
Br -6.026 -2.557 1.738  -0.04
H -8.131 -1.554 0.920  0.23
Br -5.020 0.203 -0.497  0.05
H 2.063 -2.694 1.427  0.20
H 2.755 -0.372 0.688  0.16
H -3.397 -1.867 -0.160  0.24
H -0.593 -0.593 0.638  0.20
N -2.813 0.255 -0.078  -0.41
C -0.321 -2.746 0.115  -0.42
H -6.449 -1.769 -1.072  0.22
C 1.056 -2.237 -0.551  -0.41
H -3.381 2.887 2.124  0.24
H 2.935 -3.482 0.021  0.22
C 3.989 -0.986 -1.192  -0.43
H 2.612 0.443 2.660  0.09
H 2.271 -0.879 -2.645  0.22
C -3.241 2.209 1.222  -0.31
C 3.299 2.415 -1.478  -0.41
H -2.155 -1.259 -1.458  0.22
H -1.620 -1.786 1.695  0.22
C -7.113 -1.160 0.917  -0.43
C -2.484 -1.198 -0.355  -0.22
H 1.846 2.494 0.888  0.30
C 3.074 -0.171 -2.227  -0.42
H 4.228 -1.427 0.973  0.20
H 4.801 0.972 2.235  0.10
H 3.727 0.123 -3.127  0.23
C 3.340 -1.248 0.250  -0.41
P 3.535 1.549 2.594  0.72
C 2.338 1.120 -1.635  -0.42
C -1.247 -1.545 0.647  -0.41
H -3.383 3.619 -0.704  0.24
H 1.552 1.431 -2.424  0.24
C 2.368 -2.533 0.327  -0.41
C 2.932 2.682 1.188  -0.68

## Properties
Highest occupied orbital energy, eV: -9.41
F_max, eV/A: 6.8
LUMO, eV: -3.381
Gap between HOMO and LUMO, eV: 6.03
Charge: +1

***

# 4
Computed, not measured: C40H34CrN11OS as an isolated structure, with ωB97M-V/def2-TZVPD.

Last column: Löwdin charge in e.
CARTESIAN COORDINATES (ANGSTROEM)
H -1.211 -1.029 -3.305  0.12
C 6.979 -6.987 -3.465  -0.01
H 2.981 -4.228 -2.836  0.12
C -3.318 0.186 -1.571  -0.01
S 0.762 -1.760 2.173  0.75
C -0.149 0.788 -4.047  -0.03
C 8.418 -6.288 -1.107  -0.02
H 1.581 -4.083 3.316  0.07
N -0.561 -2.756 -0.103  -0.13
C 6.483 -6.020 -2.590  -0.22
C 3.662 1.059 0.386  -0.04
N -1.857 1.164 2.232  0.10
N 0.025 -3.811 0.585  0.01
C 2.047 -2.761 -1.589  -0.09
H 3.258 -1.323 1.050  0.09
C 0.964 1.381 -3.497  -0.04
O -1.401 -0.254 -0.287  -0.17
Cr 0.337 -0.933 -0.028  0.60
C 4.246 -3.617 -1.217  -0.12
C 1.968 4.664 4.779  -0.06
C -3.675 -2.533 -1.996  -0.05
H 1.261 5.493 4.866  0.08
N 0.449 -0.363 -2.207  0.04
C 2.407 0.967 -0.261  -0.28
H -3.785 0.426 2.473  0.10
C 4.306 -2.767 -0.121  0.02
H 6.431 -7.251 -4.360  0.11
H 3.668 0.434 -3.390  0.13
C -1.687 -3.053 -0.648  -0.05
C 1.617 3.770 3.616  -0.29
C 8.889 -7.244 -1.984  -0.09
C 0.709 2.737 3.738  0.01
H -0.203 0.164 4.843  0.12
H 6.650 -4.276 0.061  0.15
H 2.263 3.309 0.346  0.12
H -2.004 -4.092 -0.592  0.13
N -0.749 1.045 2.983  -0.13
H 6.357 -0.697 -2.466  0.07
H -0.695 1.094 -4.924  0.10
H 8.965 -6.023 -0.211  0.11
C 1.106 1.901 1.472  -0.18
H 2.964 5.089 4.652  0.07
H -3.154 1.243 -1.401  0.13
C 5.323 -4.534 -1.583  -0.27
C 3.695 0.617 -2.320  0.02
H -5.043 0.444 -2.792  0.10
N 6.442 -4.727 -0.811  0.17
C -2.578 -2.094 -1.238  -0.16
C 2.117 3.984 2.339  -0.05
N 2.093 -1.954 -0.515  -0.04
C -2.297 -0.041 4.094  -0.07
C 2.488 0.781 -1.643  -0.16
H -5.385 -1.992 -3.159  0.10
H 5.787 0.978 0.274  0.11
C 0.664 -3.422 1.639  -0.82
H 0.171 2.619 4.672  0.12
H 9.825 -7.745 -1.768  0.10
C -4.554 -1.641 -2.561  -0.10
C 4.906 0.665 -1.657  -0.28
C -4.360 -0.269 -2.343  -0.08
H 1.026 -5.327 2.268  0.09
C -0.427 -0.298 -3.209  -0.10
H 6.201 0.798 -3.382  0.08
H -3.809 -3.601 -2.137  0.11
H 5.182 -2.708 0.514  0.12
H -2.830 -0.626 4.826  0.09
H 1.945 4.110 5.718  0.07
H 8.591 -8.342 -3.807  0.10
C 7.206 -5.686 -1.433  -0.19
C -0.986 0.353 4.129  -0.14
C -2.392 -0.711 -1.000  -0.36
C 8.180 -7.588 -3.148  -0.09
N 1.299 0.666 -2.409  -0.06
C 3.077 -3.588 -1.969  0.03
C 6.202 0.382 -2.373  -0.05
C 4.858 0.915 -0.285  -0.04
H 3.675 1.215 1.456  0.13
N 5.317 -5.285 -2.649  0.18
H 1.129 -2.740 -2.156  0.11
N 1.171 0.949 0.417  -0.01
C 1.850 3.097 1.319  -0.04
H 2.727 4.860 2.139  0.11
C -2.789 0.493 2.884  -0.16
H 1.529 2.249 -3.795  0.13
N 1.302 -4.367 2.395  0.07
H 7.054 0.793 -1.830  0.07
C 3.226 -1.968 0.189  -0.13
C 0.389 1.858 2.700  -0.12

## Properties
Highest occupied orbital energy (alpha / beta), eV: -6.65 / -6.69
F_max, eV/A: 2.1
LUMO (alpha / beta), eV: -0.465 / -0.582
Energy above the lowest of the compared OMol25 structures with the same formula, charge and spin, kJ/mol: 91.7
Gap between HOMO and LUMO (alpha / beta), eV: 6.19 / 6.11
Multiplicity: 2

***

no.,total energy (eV)
1,-23843.92358
2,-124048.43497
3,-170082.76195
4,-99727.95979